71
Properties=species:S:1:pos:R:3:forces:R:3 method="wB97M-V/def2-TZVPD" homo_lumo_gap_ev="4.812 / 3.572" s2=6.025 total_charge=+4 lumo_energy_ev="-11.9 / -15.6" fmax_ha_per_bohr=0.1333 spin_multiplicity=5 homo_ev="-16.752 / -19.179"
P -0.4132 3.2388 -0.2868 0.415 -0.588 0.161
C -2.0114 3.4477 0.4765 -0.329 0.200 0.107
H -2.2612 4.5192 0.4542 -0.082 -0.239 0.030
H -1.9994 3.1016 1.5185 0.133 0.141 -0.269
H -2.7654 2.8717 -0.0764 0.166 0.270 0.005
C 0.9247 3.5340 0.8507 0.203 0.232 0.324
H 1.9037 3.3558 0.3921 -0.352 0.230 0.072
H 0.8308 2.8874 1.7302 -0.044 0.280 -0.225
H 0.8576 4.5825 1.1724 0.138 -0.144 0.015
C -0.1992 4.1348 -1.8192 -0.167 0.004 -0.143
H -0.1599 5.2087 -1.5940 -0.003 -0.129 -0.119
H -1.0503 3.9206 -2.4807 0.170 0.148 0.131
H 0.7291 3.8228 -2.3189 -0.276 0.178 0.178
P -0.0213 -1.2062 -3.2006 0.215 -0.307 -0.254
C -1.8187 -1.4446 -3.1076 -0.032 0.064 0.137
H -2.1638 -2.0341 -3.9704 0.089 0.175 0.235
H -2.3113 -0.4658 -3.0950 0.046 -0.272 -0.137
H -2.0484 -1.9672 -2.1725 0.014 0.031 -0.282
C 0.2826 -0.2609 -4.7355 -0.056 0.060 0.385
H 1.3598 -0.1256 -4.8906 -0.323 -0.122 -0.166
H -0.1831 0.7264 -4.6198 0.061 -0.188 -0.214
H -0.1628 -0.7911 -5.5882 0.141 0.190 0.143
C 0.7009 -2.8593 -3.4907 -0.086 0.213 0.260
H 0.4493 -3.2002 -4.5045 0.079 0.007 0.274
H 0.2907 -3.5507 -2.7438 0.102 0.077 -0.241
H 1.7902 -2.8124 -3.3688 -0.269 -0.148 -0.170
P 1.2125 -2.3609 1.8043 0.008 0.978 -1.318
C -0.1734 -3.1037 2.6415 -0.093 -0.390 0.210
H 0.2079 -3.6519 3.5166 -0.214 0.066 -0.188
H -0.6881 -3.7980 1.9629 0.194 0.136 0.168
H -0.8853 -2.3364 2.9745 0.298 -0.127 -0.099
C 2.4328 -3.5171 1.1937 0.048 -0.453 0.301
H 2.7633 -4.1419 2.0340 0.143 -0.009 -0.303
H 3.2922 -2.9865 0.7614 -0.224 -0.146 0.264
H 1.9771 -4.1506 0.4200 0.085 0.076 0.250
C 1.9801 -1.0697 2.7693 0.341 0.027 0.650
H 2.7549 -1.5256 3.4012 -0.115 0.271 -0.003
H 1.2422 -0.5776 3.4133 0.250 -0.279 -0.070
H 2.4416 -0.3136 2.1215 -0.198 -0.281 0.195
Pt 1.4873 -0.0010 -1.2162 -6.225 -2.707 0.939
C -0.2087 1.4270 -0.9419 -3.359 0.211 -1.230
O -1.2944 1.0092 -1.3211 2.716 0.456 0.847
C 0.6470 -1.5578 0.1364 -2.210 -0.661 -0.612
O -0.3979 -2.0600 -0.2539 1.233 0.373 0.556
C 3.3109 -1.0493 -1.4658 1.300 -0.291 0.048
C 3.4598 -0.2749 -0.2873 2.155 -0.460 0.575
C 3.2728 1.1074 -0.3303 0.104 0.764 0.762
C 2.7443 1.7064 -1.4909 1.917 1.256 -0.582
C 2.7277 0.9688 -2.6982 0.564 1.020 -0.664
C 3.1221 -0.3804 -2.6935 0.300 -0.512 -0.995
H 3.3514 -2.1310 -1.4172 0.337 0.111 -0.181
H 3.6971 -0.7718 0.6442 0.198 0.159 -0.154
H 3.3763 1.6894 0.5777 0.130 -0.035 -0.012
H 2.3874 2.7278 -1.4864 0.394 -0.037 -0.081
H 2.3373 1.4348 -3.5947 0.352 -0.035 -0.081
H 3.0752 -0.9608 -3.6051 0.097 0.065 -0.053
N -5.5391 -0.4646 3.5686 0.699 -0.856 -2.792
C -4.7147 -0.6219 2.4881 -0.458 1.809 4.985
O -5.0809 -1.1988 1.4665 -0.383 -0.719 -1.410
C -3.3250 -0.0815 2.6406 1.370 0.020 -1.082
C -2.8126 0.5145 3.8090 -0.457 -0.176 0.015
C -1.5054 0.9909 3.8102 0.254 -0.040 -0.420
C -0.7409 0.8392 2.6415 -0.770 0.016 0.870
N -1.2044 0.2432 1.5546 -0.182 0.039 -0.376
C -2.4585 -0.2005 1.5302 -0.291 0.105 0.632
H -6.4997 -0.7538 3.4505 -0.327 -0.106 0.222
H -5.3281 0.1404 4.3435 0.181 0.184 0.019
H -3.4241 0.6017 4.7073 0.318 0.058 -0.104
H -1.0451 1.4700 4.6718 -0.360 -0.121 -0.003
H 0.2832 1.2082 2.6041 -0.223 -0.149 0.072
H -2.8081 -0.6711 0.6129 0.145 0.024 -0.005